Record 1
Molecular formula: C9H15Cl3N3O3RhTe4
Method: DFT, the ωB97M-V functional and the def2-TZVPD basis

- DFT total energy: -89935.88626 eV
- ⟨S²⟩: 6.056
- Kohn-Sham gap (alpha / beta): 6.392 / 5.291 eV
- Net charge: 0
- Multiplicity: 5
- ΔE to the lowest compared entry with this formula, charge and spin: 42.56 kcal per mole
- E_LUMO (alpha / beta): -1.13 / -2.30 eV

Atoms and positions in Å:
Rh1 -0.2216 -1.5100 -2.7115
Te1 -2.7015 -1.2357 -3.4983
Te2 -1.9582 -3.5075 -2.2885
Te3 0.7772 -3.9955 -3.0208
Te4 1.5683 -1.8952 -4.5374
Cl1 2.0057 2.1127 -0.4237
C1 1.6919 2.5122 -2.1381
Cl2 3.0990 3.3419 -2.7940
Cl3 0.2700 3.5535 -2.2389
C2 1.3752 1.1820 -2.9081
O1 2.0337 0.9101 -3.8971
O2 0.4241 0.5493 -2.3742
C3 -1.8729 -0.3266 0.5282
N1 -0.6713 -0.4775 1.3419
C4 -0.9178 -1.0227 2.6709
C5 0.4577 -0.9208 0.6571
O3 0.3903 -1.4156 -0.4719
N2 1.6523 -0.7522 1.2683
C6 1.8861 0.2147 2.3239
C7 2.8374 -1.3378 0.6725
H1 -2.7239 -0.3120 1.2036
H2 -1.9928 -1.1773 -0.1522
H3 -1.2357 0.8844 -1.0552
H4 -1.5708 -1.8996 2.6172
H5 -1.3869 -0.2730 3.3088
H6 0.0131 -1.3325 3.1325
H7 1.0399 0.8920 2.4005
H8 2.7733 0.7970 2.0668
H9 2.0606 -0.2638 3.2912
H10 2.5448 -2.0736 -0.0699
H11 3.4389 -1.8164 1.4473
H12 3.4380 -0.5635 0.1870
C8 -3.3561 2.0482 1.2027
C9 -2.4976 2.0341 -0.0429
N3 -1.8596 0.9038 -0.2490
H13 -2.8647 1.6537 2.0969
H14 -4.2628 1.4558 1.0345
H15 -3.6830 3.0634 1.4198

***

Record 2
Molecular formula: CH2Br2O2S
Method: DFT, the ωB97M-V functional and the def2-TZVPD basis

- DFT total energy: -156082.08669 eV
- Kohn-Sham gap: 9.739 eV
- Net charge: 0
- ΔE to the lowest compared entry with this formula, charge and spin: 27.56 kcal per mole
- E_LUMO: -0.47 eV

Atoms and positions in Å:
C1 -1.0198 0.8596 0.5641
O1 0.9342 -1.7368 -1.7744
O2 0.2019 0.1607 -0.1577
S1 1.4612 -0.6292 -1.0227
Br1 -2.4415 0.6489 -0.6972
Br2 2.4584 -1.5251 0.8139
H1 -0.5651 1.8683 0.7639
H2 -1.0293 0.3536 1.5102

***

Record 3
Molecular formula: C52H53N4O3P2S2SiZr
Method: DFT, the ωB97M-V functional and the def2-TZVPD basis

- DFT total energy: -116290.42651 eV
- Kohn-Sham gap: 5.122 eV
- Net charge: +1
- ΔE to the lowest compared entry with this formula, charge and spin: 0.00 kcal per mole
- E_LUMO: -4.16 eV

Atoms and positions in Å:
Zr1 -0.3173 0.4094 -0.2797
C1 -1.1379 -3.4096 -0.9319
Si1 -0.1959 -2.2741 0.2648
C2 1.5731 -2.8482 -0.1229
C3 1.8712 -4.2112 0.0313
C4 3.0140 -4.7745 -0.5049
C5 3.9051 -3.9835 -1.2222
C6 3.6622 -2.6310 -1.3581
C7 2.5039 -2.0539 -0.8211
P1 2.3169 -0.2404 -0.8218
C8 2.5908 0.5779 -2.4029
C9 1.6860 1.5885 -2.7336
C10 1.8397 2.3599 -3.8754
C11 2.9006 2.0953 -4.7270
C12 3.8209 1.1006 -4.4062
C13 3.6856 0.3606 -3.2428
C14 3.7661 0.2910 0.1500
C15 4.3085 1.5538 -0.0853
C16 5.3865 2.0003 0.6637
C17 5.9249 1.1925 1.6565
C18 5.3829 -0.0620 1.9001
C19 4.3028 -0.5123 1.1534
C20 -0.9480 -2.7045 1.9434
C21 -1.2098 -4.0227 2.3377
C22 -1.9160 -4.3051 3.4960
C23 -2.3767 -3.2685 4.3003
C24 -2.1166 -1.9550 3.9491
C25 -1.4238 -1.6787 2.7717
P2 -0.8634 0.0066 2.3852
C26 0.5258 0.0893 3.5577
C27 1.6772 -0.6278 3.2415
C28 2.7040 -0.7462 4.1629
C29 2.5889 -0.1417 5.4090
C30 1.4455 0.5751 5.7265
C31 0.4104 0.6881 4.8065
C32 -2.0743 1.2340 2.9305
C33 -3.4270 0.9321 3.0721
C34 -4.3303 1.9357 3.3996
C35 -3.8956 3.2419 3.5660
C36 -2.5505 3.5526 3.4073
C37 -1.6428 2.5559 3.0892
H1 -1.2171 -4.4065 -0.4911
H2 -2.1590 -3.0921 -1.1666
H3 -0.6054 -3.5308 -1.8798
H4 1.1852 -4.8499 0.5770
H5 3.2107 -5.8309 -0.3740
H6 4.7942 -4.4190 -1.6588
H7 4.3958 -2.0194 -1.8639
H8 0.8126 1.8006 -2.1137
H9 1.1189 3.1281 -4.1191
H10 2.9992 2.6528 -5.6507
H11 4.6519 0.9033 -5.0703
H12 4.4426 -0.3711 -2.9994
H13 3.8967 2.1865 -0.8626
H14 5.8094 2.9769 0.4663
H15 6.7755 1.5354 2.2310
H16 5.8089 -0.6961 2.6672
H17 3.9016 -1.5027 1.3343
H18 -0.8618 -4.8497 1.7295
H19 -2.1079 -5.3330 3.7755
H20 -2.9256 -3.4864 5.2073
H21 -2.4385 -1.1525 4.6026
H22 1.7651 -1.1203 2.2768
H23 3.5894 -1.3156 3.9152
H24 3.3868 -0.2371 6.1337
H25 1.3500 1.0414 6.6983
H26 -0.4822 1.2400 5.0719
H27 -3.7708 -0.0826 2.9215
H28 -5.3787 1.6944 3.5213
H29 -4.6043 4.0195 3.8189
H30 -2.2100 4.5726 3.5290
H31 -0.5938 2.8068 2.9798
S1 -1.2907 2.8573 -0.9181
C38 0.0075 3.2346 0.1836
C39 0.3675 4.5319 0.5478
C40 1.3967 4.7152 1.4424
C41 2.0717 3.6099 1.9676
C42 1.6892 2.3613 1.5588
N1 0.6717 2.1697 0.6845
H32 -0.1755 5.3618 0.1179
H33 1.6839 5.7172 1.7367
H34 2.8827 3.7198 2.6731
H35 2.1833 1.4786 1.9307
C43 -4.7389 -1.3567 -1.7254
C44 -4.7797 -0.9721 -0.2440
C45 -5.5725 0.3153 -0.0530
C46 -5.3852 -2.1030 0.5773
N2 -3.4060 -0.7973 0.3044
N3 -2.7046 0.3323 -0.2356
H36 -5.7467 -1.4241 -2.1368
H37 -4.2608 -2.3303 -1.8650
H38 -4.2121 -0.6157 -2.3391
H39 -6.6296 0.1195 -0.2345
H40 -5.2718 1.1014 -0.7504
H41 -5.4670 0.6928 0.9647
H42 -6.3390 -2.4155 0.1513
H43 -5.5506 -1.7866 1.6085
H44 -4.7222 -2.9731 0.5925
H45 -2.8582 -1.6218 0.0834
H46 -2.9820 1.1482 0.3103
H47 -3.0245 0.5317 -1.1878
N4 -0.8345 -0.6546 -2.3146
C47 -0.6280 -0.0578 -3.6409
C48 -1.3601 1.0550 -4.0070
C49 -1.0898 1.6584 -5.2233
C50 -0.0944 1.1483 -6.0526
C51 0.5853 -0.0086 -5.6890
C52 0.3161 -0.6196 -4.4754
S2 0.1940 1.9125 -7.6465
O1 1.4561 1.3279 -8.0659
O2 -0.9678 1.5121 -8.4094
O3 0.2552 3.3244 -7.3069
H48 -0.2905 -1.5163 -2.3139
H49 -1.7956 -0.9914 -2.2601
H50 -2.0988 1.4807 -3.3352
H51 -1.6110 2.5579 -5.5283
H52 1.3458 -0.3871 -6.3606
H53 0.8744 -1.4972 -4.1596

***

Record 4
Molecular formula: C3H5NOS
Method: DFT, the ωB97M-V functional and the def2-TZVPD basis

- DFT total energy: -17560.92797 eV
- Kohn-Sham gap: 9.568 eV
- Net charge: 0
- ΔE to the lowest compared entry with this formula, charge and spin: 100.07 kcal per mole
- E_LUMO: 0.57 eV

Atoms and positions in Å:
C1 0.9139 -0.3580 -0.7336
C2 0.0680 -0.4749 1.6069
C3 0.5437 0.2555 0.3756
N1 0.7562 -0.4819 -1.9276
O1 -1.5082 0.4102 -0.9459
S1 -0.9156 0.1292 -2.2711
H1 0.1303 -1.4829 1.6389
H2 0.4761 -0.0009 2.4605
H3 -1.0520 -0.5191 1.7350
H4 1.1608 1.1445 0.6019
H5 -0.5731 1.3783 -2.5406